56
Properties=species:S:1:pos:R:3:mulliken_charge:R:1 method="wB97M-V/def2-TZVPD" multiplicity=1 max_force_ev_per_a=0.45 gap_ha=0.1729 total_energy_ev=-46648.26084 lumo_energy_ev=2.75 total_charge=-1
Pd 1.03 0.09 -0.73 -0.817
N 3.31 2.54 0.04 -0.101
C 3.81 1.24 -0.08 0.983
C 4.61 0.74 0.96 -0.741
C 5.16 -0.51 0.80 -0.444
C 4.88 -1.24 -0.35 -0.512
C 4.04 -0.67 -1.29 -0.418
N 3.52 0.55 -1.17 -0.350
C 2.17 3.11 -0.52 0.397
C 1.98 4.49 -0.32 -0.495
C 0.88 5.09 -0.86 -0.409
C -0.03 4.31 -1.60 -0.642
C 0.22 2.97 -1.70 -0.560
N 1.29 2.36 -1.16 0.018
H 3.73 3.09 0.77 0.216
H 4.77 1.32 1.86 0.307
H 5.79 -0.93 1.58 0.383
H 5.28 -2.23 -0.51 0.391
H 3.72 -1.22 -2.17 0.426
H 2.71 5.06 0.25 0.341
H 0.71 6.15 -0.72 0.382
H -0.91 4.74 -2.05 0.419
H -0.46 2.29 -2.21 0.490
C -0.33 1.21 3.27 -0.567
C -0.23 -0.16 3.02 -0.728
C -0.56 -0.68 1.79 0.094
C -0.99 0.15 0.74 0.039
C -1.13 1.52 1.02 -0.359
C -0.79 2.04 2.26 -0.618
P -1.55 -0.45 -0.90 0.242
C -3.34 -0.92 -0.46 0.076
C -3.90 -0.88 0.81 -0.031
C -5.22 -1.23 1.03 -0.695
C -6.03 -1.63 -0.03 -0.419
C -5.49 -1.67 -1.31 -0.500
C -4.16 -1.31 -1.51 -0.314
C -0.79 -2.11 -0.97 0.500
C -1.41 -3.35 -1.02 -0.641
C -0.63 -4.50 -1.06 -0.456
C 0.75 -4.38 -1.02 -0.651
C 1.35 -3.12 -0.94 0.274
C 0.61 -1.94 -0.94 -0.526
H -0.06 1.61 4.24 0.368
H 0.12 -0.83 3.80 0.380
H -0.46 -1.75 1.59 0.432
H -1.50 2.19 0.25 0.462
H -0.88 3.11 2.43 0.385
H -3.29 -0.58 1.66 0.317
H -5.63 -1.19 2.03 0.373
H -7.06 -1.91 0.14 0.347
H -6.09 -1.98 -2.15 0.369
H -3.76 -1.33 -2.52 0.342
H -2.50 -3.44 -1.02 0.305
H -1.10 -5.48 -1.11 0.352
H 1.37 -5.27 -1.03 0.356
H 2.44 -3.08 -0.89 0.227